{"formula": "C20H35BCl3F3KMgNaO5", "method": "ωB97M-V/def2-TZVPD", "species": ["O", "C", "C", "B", "C", "C", "C", "Cl", "H", "H", "H", "H", "H", "H", "H", "H", "H", "H", "H", "H", "C", "C", "C", "C", "C", "C", "H", "H", "H", "H", "H", "H", "Cl", "Mg", "C", "C", "O", "C", "O", "C", "F", "F", "F", "H", "H", "H", "H", "H", "H", "Na", "Cl", "C", "C", "C", "O", "C", "H", "H", "H", "H", "H", "H", "H", "H", "K", "C", "O", "H", "H", "H"], "xyz": [[2.15043, 3.10320, -0.28283], [1.09719, 4.06148, -0.21060], [1.49076, 5.47116, -0.79465], [0.41683, 6.52337, -0.20187], [-1.12887, 6.53773, -0.73555], [-1.95552, 5.30281, -0.22929], [-2.37126, 4.26839, -1.38919], [-3.17487, 2.72208, -0.67278], [1.73634, 2.27248, -0.02979], [0.78409, 4.22987, 0.85974], [0.19524, 3.65844, -0.74423], [2.54844, 5.79724, -0.55141], [1.36116, 5.50265, -1.91184], [0.80151, 7.29983, 0.60796], [-1.18661, 6.66055, -1.84125], [-1.60718, 7.45390, -0.30208], [-2.91631, 5.73167, 0.24931], [-1.44191, 4.71185, 0.56948], [-1.53130, 4.01733, -2.06889], [-3.18116, 4.76677, -2.01165], [-1.01770, -0.56136, -0.78527], [-1.62503, -0.04107, -1.93413], [-1.50875, -0.70442, -3.15779], [-0.79021, -1.89888, -3.22601], [-0.18635, -2.41746, -2.07800], [-0.29717, -1.74574, -0.85986], [-1.10912, -0.04239, 0.16339], [-2.18393, 0.87269, -1.87613], [-1.97374, -0.29668, -4.04403], [-0.69969, -2.41984, -4.16282], [0.37057, -3.34559, -2.13428], [0.17545, -2.14787, 0.02856], [-2.24184, -1.86978, -5.57278], [-3.31737, -1.47987, -1.98359], [-3.21217, -1.93078, 2.36690], [-3.23828, -1.78528, 3.88077], [-2.71282, -2.89784, 4.56247], [-1.27737, -3.00995, 4.71774], [-0.75823, -1.91206, 5.22444], [-0.54893, -3.48041, 3.41507], [-1.28136, -4.40457, 2.75666], [0.61557, -4.07739, 3.70689], [-0.27359, -2.50377, 2.52751], [-3.46560, -2.94672, 2.06147], [-3.92318, -1.23559, 1.90484], [-2.22954, -1.69309, 1.96189], [-4.28751, -1.73540, 4.18806], [-2.78194, -0.84335, 4.20455], [-1.21697, -3.91757, 5.34299], [-4.21982, 1.36796, 1.25927], [3.64698, 7.52319, -0.57348], [4.58124, -4.32793, -1.39489], [4.98582, -5.06545, -2.65617], [3.65836, -5.20437, -3.37852], [2.86381, -4.06746, -3.01007], [3.49792, -3.39717, -1.90916], [5.40249, -3.79783, -0.91291], [4.15794, -5.03192, -0.67248], [5.66900, -4.44688, -3.24494], [5.46999, -6.02378, -2.46906], [3.12454, -6.10623, -3.06043], [3.77206, -5.23264, -4.46324], [3.92392, -2.46139, -2.28629], [2.75314, -3.15820, -1.14648], [-4.56495, 4.76061, 0.31147], [1.21319, 0.24110, 4.01002], [0.24242, 1.11422, 3.94049], [1.09526, -0.57799, 4.78780], [1.41377, -0.36107, 3.10156], [2.22275, 0.63250, 4.25943]], "forces_ev_per_angstrom": [[-0.62, 0.41, -0.05], [-0.19, 0.99, -0.06], [-1.20, -0.59, 0.13], [1.16, -0.72, -1.16], [-0.14, 0.57, 0.55], [-0.74, -0.43, -0.02], [-0.23, 2.53, 0.16], [1.10, 0.00, -1.08], [0.32, -0.18, 0.05], [0.33, -0.39, -0.56], [0.48, 0.16, 0.25], [-1.11, -0.46, -0.10], [0.33, -0.31, 0.76], [-0.39, 0.03, 0.23], [0.11, -0.29, 0.60], [0.18, -0.75, -0.47], [2.98, -0.05, -0.86], [-0.25, 0.55, -0.57], [-0.53, -0.30, 0.76], [0.88, -0.90, 0.49], [0.03, 0.08, 0.21], [0.95, 0.10, 0.18], [0.65, 0.77, 0.41], [0.75, -0.35, 0.89], [-0.28, 0.23, 0.12], [-0.02, -0.06, 0.09], [0.03, -0.05, -0.01], [0.04, 0.21, -0.12], [0.15, -0.13, -0.14], [-0.01, 0.12, -0.06], [0.04, 0.07, -0.08], [-0.06, 0.03, 0.00], [-1.36, -0.36, -1.26], [-0.66, -0.66, -0.09], [0.44, 0.18, -0.14], [-0.45, 0.00, 0.13], [0.10, -0.15, -0.53], [-0.06, 0.33, 0.32], [0.73, 0.30, -0.18], [-0.29, -0.38, -0.08], [-0.07, 0.10, -0.05], [0.02, 0.24, 0.18], [0.14, 0.18, 0.02], [-0.15, 0.08, 0.00], [-0.22, -0.05, -0.03], [-0.04, -0.05, -0.04], [0.04, -0.09, 0.14], [0.31, -0.11, 0.00], [0.07, -0.01, 0.15], [0.06, -1.05, 0.38], [0.32, 0.61, 0.01], [-0.08, -0.12, 0.35], [0.25, 0.08, -0.22], [-0.26, -0.17, -0.07], [0.20, -0.02, 0.27], [-0.03, 0.21, -0.26], [-0.04, 0.01, -0.02], [0.03, 0.05, 0.00], [-0.01, -0.05, 0.01], [-0.04, 0.02, -0.01], [0.06, -0.05, -0.04], [-0.10, 0.07, 0.02], [0.00, 0.03, 0.10], [-0.05, -0.01, -0.07], [-2.83, 0.38, 0.63], [1.00, 0.39, -1.54], [0.09, -0.43, 0.25], [-0.96, -0.52, 0.46], [-0.70, -0.25, -0.07], [-0.23, 0.38, 0.77]], "total_charge": 0, "max_force_ha_per_bohr": 0.0603}

---

{"formula": "C8H12N4", "method": "ωB97M-V/def2-TZVPD", "species": ["C", "C", "C", "N", "C", "N", "H", "H", "H", "H", "H", "H", "C", "C", "C", "N", "C", "N", "H", "H", "H", "H", "H", "H"], "xyz": [[-0.34964, -2.83250, -1.99387], [-0.69500, -1.39658, -2.30108], [-1.79238, -0.82522, -2.84105], [-1.45459, 0.52814, -2.95113], [-0.32332, 0.75664, -2.23548], [0.19364, -0.41695, -1.86643], [-0.21444, -2.93847, -0.91025], [0.52097, -3.00937, -2.62011], [-1.05604, -3.62023, -2.27614], [-2.74783, -1.10820, -3.20898], [-2.16752, 1.22115, -3.10312], [0.07142, 1.70828, -1.85160], [-0.99210, -0.30868, 2.91752], [0.15579, 0.57943, 2.58814], [0.80663, 0.26469, 1.40174], [1.99457, 0.99081, 1.42222], [1.97131, 1.74320, 2.60107], [0.85786, 1.55140, 3.26624], [-1.08099, -1.05754, 2.12882], [-1.95849, 0.18617, 3.02674], [-0.87128, -0.81627, 3.87528], [0.54327, -0.45627, 0.66121], [2.81614, 0.68132, 0.92934], [2.77052, 2.21856, 3.16262]], "forces_ev_per_angstrom": [[-0.35, 0.29, -0.27], [-0.01, -0.55, 1.21], [0.92, 1.43, -0.83], [-1.03, 0.68, 1.03], [0.61, -1.87, 0.53], [-0.37, 0.73, -0.51], [0.59, -0.05, -0.38], [0.54, -0.40, 0.62], [-0.35, 0.60, -0.16], [-0.27, -0.65, -0.27], [0.11, 0.19, -0.15], [-0.38, -0.42, -0.81], [-0.93, 0.51, 1.00], [0.72, -0.60, -2.47], [0.72, 0.97, 1.92], [-0.24, 0.34, 1.03], [-0.55, -1.10, -0.04], [-0.42, -0.81, 0.29], [-0.03, 0.06, 0.16], [-0.04, 0.23, -0.20], [0.30, -0.13, -0.01], [0.18, -0.07, -0.46], [0.00, 0.41, -0.12], [0.27, 0.23, -1.11]], "total_charge": 0, "relative_energy_kj_mol": 127.8, "max_force_ha_per_bohr": 0.0514}

---

| no. | DFT total energy (eV) | gap between HOMO and LUMO (eV) | highest occupied orbital energy (eV) |
| --- | --- | --- | --- |
| 1 | -104113.1648 | 1.51 | -6.37 |
| 2 | -14450.2269 | 8.97 | -8.15 |